Below is the molecule C7H10, with properties calculated with ωB97M-V/def2-TZVPD.

Each line ends with the Mulliken charge.
CARTESIAN COORDINATES (ANGSTROEM)
C (-0.62, -2.46, 0.93)  0.376
C (-0.79, -1.54, 0.18)  -0.711
C (-0.93, -0.44, -0.74)  -0.517
C (0.33, 0.33, -1.13)  0.098
C (1.67, -0.12, -0.61)  -1.378
C (-0.71, 0.99, -0.26)  0.151
C (-0.51, 1.29, 1.20)  -1.442
H (-0.48, -3.28, 1.60)  0.403
H (-1.68, -0.58, -1.52)  0.324
H (0.34, 0.66, -2.16)  0.367
H (1.96, -1.07, -1.07)  0.333
H (2.45, 0.62, -0.84)  0.367
H (1.66, -0.27, 0.47)  0.268
H (-1.34, 1.72, -0.78)  0.369
H (0.06, 2.22, 1.34)  0.340
H (-1.48, 1.42, 1.69)  0.359
H (0.01, 0.48, 1.72)  0.294

Properties
SMILES: C#C[C@@H]1[C@H](C)[C@@H]1C
multiplicity: 1
HOMO energy: -9.24 eV
HOMO-LUMO gap: 10.329 eV
total charge: 0
lowest unoccupied orbital energy: 1.1 eV


Below is the molecule C7H10 at a distorted geometry, with properties calculated with ωB97M-V/def2-TZVPD.

Each line ends with the Mulliken charge.
CARTESIAN COORDINATES (ANGSTROEM)
C (1.86, -0.65, -0.57)  -1.301
C (0.69, -0.03, 0.25)  1.003
C (-0.32, -1.21, 0.68)  -1.128
C (-1.58, -0.80, -0.19)  -0.313
C (-1.49, 0.54, -0.53)  -0.404
C (-0.23, 0.94, -0.41)  -0.185
C (0.47, 1.45, 0.78)  -0.841
H (2.49, -1.44, 0.12)  0.298
H (1.65, -1.05, -1.51)  0.376
H (2.88, 0.03, -0.98)  0.250
H (-0.18, -2.29, 0.34)  0.303
H (-0.29, -1.41, 1.65)  0.551
H (-2.53, -1.50, -0.14)  0.271
H (-2.16, 1.48, -0.74)  0.278
H (0.26, 1.44, -1.34)  0.247
H (0.20, 1.07, 1.88)  0.238
H (1.23, 2.19, 0.72)  0.357

Properties
SMILES: C[C@]12CC=C[C@H]1C2
multiplicity: 1
HOMO energy: -8.68 eV
HOMO-LUMO gap: 9.683 eV
total charge: 0
lowest unoccupied orbital energy: 1.0 eV


Below is the molecule C7H10, with properties calculated with ωB97M-V/def2-TZVPD.

Each line ends with the Mulliken charge.
CARTESIAN COORDINATES (ANGSTROEM)
C (-1.32, -2.44, 0.02)  0.088
C (-1.16, -1.25, -0.12)  -0.822
C (-0.99, 0.05, -0.70)  -0.265
C (0.42, 0.52, -0.97)  0.138
C (1.60, -0.33, -0.54)  -1.503
C (-0.42, 1.23, 0.05)  0.118
C (-0.14, 1.03, 1.52)  -1.347
H (-1.43, -3.50, 0.00)  0.456
H (-1.75, 0.23, -1.45)  0.353
H (0.54, 1.00, -1.94)  0.367
H (1.83, -1.09, -1.29)  0.368
H (2.49, 0.30, -0.40)  0.349
H (1.41, -0.85, 0.40)  0.348
H (-0.84, 2.19, -0.26)  0.415
H (0.92, 1.16, 1.77)  0.260
H (-0.72, 1.74, 2.12)  0.353
H (-0.44, 0.01, 1.78)  0.323

Properties
SMILES: C#C[C@@H]1[C@H](C)[C@@H]1C
multiplicity: 1
HOMO energy: -9.25 eV
HOMO-LUMO gap: 10.337 eV
total charge: 0
lowest unoccupied orbital energy: 1.1 eV


Below is a cluster of 2 separate species, C7H10 in total, with properties calculated with ωB97M-V/def2-TZVPD.

Each line ends with the Mulliken charge.
CARTESIAN COORDINATES (ANGSTROEM)
C (-0.72, 0.48, 1.89)  -0.862
C (-0.14, 0.28, 0.71)  0.388
C (0.53, 1.26, -0.23)  -0.707
C (0.17, 0.58, -1.56)  -0.352
C (-0.98, -0.39, -1.36)  -0.594
C (-0.33, -0.95, -0.12)  -0.270
C (0.38, -0.90, -1.45)  -0.427
H (-0.69, 1.44, 2.39)  0.259
H (-1.25, -0.34, 2.38)  0.282
H (1.62, 1.29, -0.06)  0.242
H (0.13, 2.27, -0.14)  0.378
H (0.31, 1.07, -2.51)  0.402
H (-1.95, -0.55, -1.80)  0.430
H (-0.62, -1.90, 0.31)  0.444
H (0.81, -1.66, -2.08)  0.383
H (1.23, -0.89, 2.14)  -0.190
H (1.69, -1.39, 1.85)  0.195

Properties
SMILES: C=C1C[C@@H]2[C@@H]3[C@H]1[C@H]23.[H][H]
multiplicity: 1
HOMO energy: -8.71 eV
HOMO-LUMO gap: 9.889 eV
total charge: 0
lowest unoccupied orbital energy: 1.2 eV


Below is the molecule C7H10 at a distorted geometry, with properties calculated with ωB97M-V/def2-TZVPD.

Each line ends with the Mulliken charge.
CARTESIAN COORDINATES (ANGSTROEM)
C (0.55, -1.22, -1.26)  -1.297
C (0.27, 0.24, -1.19)  -0.066
C (0.72, 1.14, 0.07)  -0.413
C (0.86, 0.48, 1.39)  -0.516
C (-0.25, -0.18, 1.73)  -0.502
C (-1.35, 0.03, 0.72)  -0.777
C (-0.72, 0.92, -0.36)  -0.239
H (-0.33, -1.75, -1.65)  0.267
H (1.40, -1.43, -1.91)  0.361
H (0.78, -1.60, -0.26)  0.320
H (0.44, 0.78, -2.14)  0.509
H (1.52, 1.44, -0.57)  0.537
H (1.75, 0.54, 2.02)  0.410
H (-0.39, -0.81, 2.61)  0.358
H (-1.69, -0.92, 0.28)  0.279
H (-2.22, 0.51, 1.16)  0.369
H (-1.33, 1.71, -0.79)  0.399

Properties
SMILES: C[C@@H]1[C@@H]2C=CC[C@H]12
multiplicity: 1
HOMO energy: -7.95 eV
HOMO-LUMO gap: 9.094 eV
total charge: 0
lowest unoccupied orbital energy: 1.1 eV


Below is a cluster of 2 separate species, C7H10 in total at a distorted geometry, with properties calculated with ωB97M-V/def2-TZVPD.

Each line ends with the Mulliken charge.
CARTESIAN COORDINATES (ANGSTROEM)
C (-1.73, -0.22, 1.49)  -0.729
C (-0.75, -0.44, 0.66)  -0.237
C (-2.10, -0.27, 0.09)  0.553
C (-2.90, -0.12, -0.98)  -0.825
C (1.46, -0.59, -1.14)  -0.865
C (1.75, 1.03, 0.76)  -1.292
C (1.28, -0.28, 0.34)  0.391
H (-2.24, -0.11, 2.43)  0.372
H (-2.44, -0.40, -1.88)  0.293
H (-3.91, 0.16, -1.13)  0.332
H (1.82, -1.62, -1.37)  0.235
H (2.16, 0.30, -1.58)  0.264
H (0.47, -0.48, -1.57)  0.159
H (1.59, 1.75, 0.02)  0.457
H (2.72, 0.97, 1.14)  0.355
H (1.15, 1.35, 1.74)  0.222
H (1.67, -1.03, 0.99)  0.318

Properties
multiplicity: 3
HOMO energy (alpha / beta): -4.49 / -8.93 eV
HOMO-LUMO gap (alpha / beta): 5.545 / 6.865 eV
total charge: 0
expectation value of S²: 2.03
lowest unoccupied orbital energy (alpha / beta): 1.1 / -2.1 eV


In kJ/mol, the energy relative to the best compared isomer or geometry (same formula, charge and spin) values for the records above are, in order, 227.3 531.4 248.8 363.7 224.7 355.2.
In eV, the DFT total energy values for the records above are, in order, -7418.6791 -7415.5272 -7418.4564 -7417.2654 -7418.7060 -7411.6984.